1.
54
Properties=species:S:1:pos:R:3:forces:R:3 method="wB97M-V/def2-TZVPD" e_tot_ha=-2667.54559 homo_ev=-8.37 max_force_ev_per_a=0.75
C 2.228 -4.424 3.716 0.045 -0.015 0.035
C 3.572 -4.256 3.393 -0.098 -0.035 0.046
N 4.049 -3.199 2.743 -0.009 -0.027 -0.012
C 3.185 -2.263 2.376 -0.103 -0.029 -0.047
C 1.826 -2.367 2.634 0.093 0.038 0.086
N 0.951 -1.327 2.179 -0.057 -0.077 -0.154
C 0.203 -0.466 2.948 -0.116 0.029 0.103
C -0.475 0.333 2.092 -0.131 0.102 0.188
N -0.142 -0.047 0.816 -0.002 -0.065 0.078
C -0.647 0.560 -0.426 0.186 0.218 -0.698
C -1.249 -0.433 -1.408 -0.455 0.210 0.017
C -2.519 -1.102 -0.867 0.260 -0.026 -0.109
C -2.245 -2.422 -0.132 -0.275 -0.167 -0.223
N -2.733 -2.475 1.237 0.330 0.194 -0.502
C -2.207 -3.292 2.188 0.378 -0.299 0.144
C -2.901 -3.118 3.346 -0.123 -0.093 0.607
C -3.899 -2.157 3.085 -0.328 0.107 0.405
C -3.775 -1.785 1.780 -0.268 0.242 0.022
C 0.716 -1.054 0.894 0.154 0.103 -0.165
C 1.323 -3.456 3.327 0.051 0.078 -0.017
H 1.911 -5.302 4.262 -0.029 0.006 -0.022
H 4.290 -5.015 3.678 0.056 0.043 -0.010
H 3.572 -1.395 1.852 0.058 0.005 0.004
H 0.203 -0.484 4.023 0.087 -0.090 -0.021
H -1.154 1.140 2.308 -0.005 -0.039 -0.146
H -1.384 1.308 -0.137 -0.029 -0.083 0.084
H 0.155 1.094 -0.933 0.221 0.049 0.223
H -1.496 0.162 -2.290 0.077 0.018 0.007
H -0.514 -1.165 -1.753 0.034 -0.002 0.072
H -3.215 -1.288 -1.684 0.043 0.002 -0.013
H -3.010 -0.381 -0.214 -0.077 -0.085 0.074
H -1.175 -2.630 -0.096 0.010 0.031 0.011
H -2.686 -3.241 -0.704 -0.025 -0.029 0.075
H -1.391 -3.970 2.001 0.020 0.033 -0.334
H -2.725 -3.635 4.275 0.003 -0.015 0.004
H -4.649 -1.783 3.762 0.030 -0.020 0.051
H -4.384 -1.080 1.243 0.103 -0.046 -0.240
H 1.171 -1.555 0.055 -0.008 -0.001 0.068
H 0.263 -3.525 3.536 0.002 -0.022 0.043
C 2.189 3.039 -2.291 0.004 0.320 0.183
F 2.329 1.739 -1.956 0.002 -0.245 -0.009
F 1.408 3.591 -1.346 0.003 -0.049 0.016
F 3.388 3.606 -2.217 -0.007 -0.052 -0.030
S 1.423 3.173 -3.960 0.118 -0.017 0.310
O 0.148 2.521 -3.785 -0.063 -0.014 0.087
O 2.362 2.535 -4.837 0.004 0.020 -0.057
N 1.395 4.737 -3.986 -0.214 -0.311 -0.403
S 0.805 5.528 -5.235 -0.004 0.101 0.036
O -0.617 5.408 -5.384 -0.023 -0.013 0.074
O 1.615 5.461 -6.414 0.062 -0.005 0.031
C 1.080 7.215 -4.546 0.022 -0.120 0.046
F 2.373 7.441 -4.315 0.031 0.042 0.005
F 0.411 7.388 -3.404 -0.019 0.039 0.024
F 0.644 8.113 -5.429 -0.022 0.061 -0.047

=====

2.
45
Properties=species:S:1:pos:R:3:forces:R:3 method="wB97M-V/def2-TZVPD" e_tot_ha=-1479.75175 homo_ev="-11.14 / -11.32" max_force_ev_per_a=2.75 spin_multiplicity=6 charge=+1
Ir 0.225 0.956 0.046 -0.621 -0.884 0.589
O -1.785 2.024 -0.277 0.375 -0.021 0.067
C -2.860 1.550 0.198 -0.286 -0.149 0.111
C -3.803 2.429 0.814 -0.161 0.195 0.037
C -4.965 1.968 1.358 0.527 0.456 -0.200
C -5.292 0.601 1.292 0.232 -0.857 -0.330
C -4.430 -0.279 0.690 -0.693 0.105 0.349
C -3.201 0.137 0.145 0.790 -0.131 -0.250
C -2.360 -0.853 -0.412 -1.204 -0.469 0.316
N -1.135 -0.682 -0.816 2.248 1.590 -0.090
N -0.417 -1.680 -1.255 -1.612 -1.598 0.001
C 0.876 -1.458 -1.499 -0.240 0.070 0.097
O 1.417 -0.338 -1.277 0.156 1.127 0.526
C 1.655 -2.605 -1.963 0.114 0.008 -0.073
C 1.155 -3.897 -1.778 -0.053 0.112 0.005
C 1.935 -4.988 -2.103 0.108 -0.015 -0.042
C 3.204 -4.798 -2.637 -0.147 0.039 0.036
C 3.688 -3.515 -2.858 -0.008 0.013 -0.026
C 2.924 -2.418 -2.516 -0.128 0.024 0.101
H -3.536 3.476 0.847 -0.015 0.037 0.010
H -5.641 2.650 1.850 -0.041 0.106 0.007
H -6.224 0.253 1.706 -0.073 -0.076 0.062
H -4.677 -1.328 0.643 -0.055 -0.108 -0.011
H -2.765 -1.864 -0.468 0.113 0.047 -0.089
H 0.168 -4.021 -1.359 -0.024 -0.047 0.026
H 1.561 -5.985 -1.933 -0.025 -0.087 -0.009
H 3.815 -5.653 -2.882 0.062 -0.080 -0.046
H 4.665 -3.379 -3.295 0.118 0.037 -0.036
H 3.286 -1.413 -2.674 0.085 0.072 0.019
C 0.629 -0.007 4.100 -0.117 -0.039 -0.187
C 0.528 0.338 2.645 -0.014 -0.146 0.815
O -0.548 0.098 2.034 -0.343 0.100 -1.082
O 1.483 0.880 2.039 0.408 0.430 -0.742
H -0.328 -0.396 4.438 0.083 -0.009 0.095
H 0.899 0.884 4.661 0.042 0.037 0.061
H 1.412 -0.749 4.245 0.037 -0.008 0.005
C 1.687 3.778 -1.742 -0.175 -0.096 0.058
Te 0.647 3.655 0.143 1.070 0.243 -0.087
C 2.425 3.801 1.351 -0.138 -0.040 -0.038
H 2.327 2.910 -1.867 0.002 -0.032 0.129
H 2.276 4.690 -1.784 -0.079 0.068 0.149
H 0.932 3.787 -2.523 -0.056 0.037 -0.023
H 2.645 4.841 1.580 -0.130 0.031 -0.172
H 3.252 3.343 0.818 -0.034 -0.034 -0.065
H 2.252 3.255 2.274 -0.093 -0.058 -0.072